75
Properties=species:S:1:pos:R:3:forces:R:3:lowdin_charge:R:1 method="wB97M-V/def2-TZVPD" gap_ev=2.04 e_lumo_ev=-7.491 total_charge=+1 e_homo_ha=-0.3501
Sr 1.926 8.149 1.749 -0.55 -1.49 -0.41 1.732
C 0.317 2.215 -0.028 -0.63 0.69 -0.47 0.003
C 0.487 3.622 0.538 2.46 1.98 0.70 -0.763
O 0.183 4.706 -0.022 -1.17 -0.27 -1.30 -0.109
O 1.174 3.671 1.584 0.54 -0.64 1.61 -0.094
H 0.772 2.155 -1.017 -0.15 0.20 -0.10 0.074
H -0.767 2.139 -0.124 0.02 -0.76 -0.13 0.082
H 0.797 1.462 0.596 -0.45 0.25 0.15 0.074
C -0.359 0.843 6.406 -0.95 2.44 -2.98 -0.865
O -1.399 1.401 6.491 -3.68 3.27 -1.09 0.055
N -0.044 0.041 7.291 3.11 -5.94 5.71 0.174
N 0.565 0.909 5.448 1.40 0.91 -2.43 0.164
H -0.719 -0.212 7.999 0.44 -0.18 -0.19 0.144
H 0.806 -0.458 7.073 -0.41 -0.67 1.36 0.118
H 1.363 0.296 5.537 -0.03 0.63 -0.53 0.100
H 0.573 1.689 4.806 0.07 -0.40 0.04 0.110
C -4.911 4.791 3.454 -2.88 2.50 -2.76 -0.808
O -5.487 5.564 2.677 0.64 0.10 0.79 0.011
N -5.111 4.656 4.711 -1.73 0.81 5.05 0.170
N -4.096 3.873 3.067 4.75 -3.10 -3.43 0.153
H -4.636 3.892 5.169 -0.64 0.50 0.54 0.119
H -5.861 5.194 5.120 0.21 -0.41 0.32 0.129
H -3.516 4.207 2.310 -0.13 -0.55 -0.43 0.117
H -3.550 3.344 3.732 -0.12 0.09 -0.04 0.109
C -3.275 -2.667 1.812 -0.31 -1.39 -1.03 -0.080
O -3.012 -3.684 0.833 -1.75 2.28 -0.32 -0.231
C -1.848 -4.347 1.100 1.14 -0.07 -2.03 -0.238
C -1.362 -4.891 -0.336 -1.01 0.67 2.75 -0.185
N -1.904 -6.218 -0.438 1.13 -0.35 -0.56 -0.066
C -1.609 -6.821 -1.726 -0.80 0.26 0.20 -0.229
C -2.571 -7.952 -1.994 1.51 -0.64 0.25 -0.215
O -2.137 -8.992 -1.086 -0.45 -0.34 -0.88 -0.186
C -2.784 -10.246 -1.293 -0.84 0.64 -0.11 -0.109
H -3.229 -3.174 2.776 -0.23 0.44 0.43 0.084
H -4.278 -2.333 1.547 0.13 0.34 0.49 0.092
H -2.524 -1.880 1.744 -0.03 0.17 0.08 0.083
H -2.166 -5.035 1.882 1.27 -0.87 -0.03 0.126
H -1.073 -3.644 1.405 0.16 0.06 0.60 0.104
H -0.290 -4.698 -0.390 0.21 -1.07 -0.14 0.111
H -1.818 -4.247 -1.087 -0.03 0.48 -0.03 0.110
H -2.903 -6.083 -0.372 -0.24 -0.21 0.08 0.111
H -0.581 -7.180 -1.775 -0.03 -0.23 0.26 0.126
H -1.682 -6.095 -2.536 -0.23 0.35 -0.34 0.110
H -2.430 -8.168 -3.054 0.11 -0.91 -0.17 0.115
H -3.629 -7.698 -1.928 -0.16 0.12 0.64 0.123
H -2.329 -11.096 -0.784 0.61 0.46 0.01 0.084
H -2.883 -10.457 -2.358 0.18 -0.17 -0.15 0.080
H -3.794 -10.188 -0.888 -0.32 -0.01 0.00 0.079
C 0.021 3.623 -4.789 1.18 -0.32 0.28 -0.085
O 1.426 3.597 -5.155 0.05 0.71 0.71 -0.209
C 2.198 4.779 -4.749 -1.66 0.01 -0.50 -0.205
C 3.698 4.527 -4.895 -1.38 -1.10 -0.66 -0.188
N 4.043 3.267 -4.238 2.00 0.88 -0.68 -0.057
C 4.486 3.403 -2.880 -1.44 -1.07 1.35 -0.223
C 4.668 2.021 -2.195 -0.72 0.19 -0.72 -0.200
O 3.738 1.078 -2.779 1.11 -0.51 1.14 -0.205
C 3.795 -0.206 -2.093 -0.32 1.07 -0.23 -0.079
H -0.387 2.672 -5.130 -0.05 0.26 -0.30 0.088
H -0.533 4.482 -5.167 0.15 0.02 -0.45 0.081
H -0.116 3.627 -3.707 0.27 0.10 0.28 0.073
H 1.880 5.113 -3.762 0.14 -0.39 0.51 0.103
H 1.832 5.565 -5.409 0.37 0.40 -0.24 0.111
H 4.299 5.395 -4.622 -0.03 -0.18 0.59 0.116
H 3.851 4.451 -5.971 0.23 -0.32 -0.14 0.110
H 3.311 2.576 -4.321 -0.02 0.11 0.01 0.098
H 3.688 3.905 -2.334 -0.32 0.31 0.60 0.095
H 5.376 3.975 -2.619 0.35 0.13 -0.97 0.112
H 4.471 2.133 -1.128 -0.19 0.00 0.23 0.108
H 5.713 1.719 -2.263 0.03 -0.53 -0.44 0.114
H 3.260 -0.944 -2.690 0.21 0.15 -0.11 0.089
H 3.293 -0.132 -1.128 -0.15 0.11 0.16 0.074
H 4.818 -0.517 -1.881 0.14 -0.03 -0.35 0.083
O 5.209 3.393 3.586 0.16 0.33 0.10 -0.056
H 5.286 2.539 3.161 0.06 -0.24 -0.12 0.035
H 4.277 3.604 3.535 -0.30 -0.09 -0.04 0.017